Entry 1:
Molecular formula: C41H32BrGaN2O3P2
Method: DFT, the ωB97M-V functional and the def2-TZVPD basis

Geometry as XYZ:
```
82
Properties=species:S:1:pos:R:3
Ga 0.33745 -0.00860 0.18566
Br -2.01741 5.54358 3.21708
C 0.18447 3.83852 2.45850
C 1.64438 3.48439 2.05694
C 2.14220 2.14953 2.26489
C 1.21315 1.15167 2.22562
O 1.49785 -0.03674 1.64831
C -0.13868 1.44660 2.72620
C -1.11585 0.38338 2.70369
N -1.08236 -0.37296 1.66522
C -1.76206 -1.54964 1.41426
C -2.93832 -1.96984 2.00011
C -3.43732 -3.25859 1.76580
C -2.74223 -4.15121 0.99221
C -1.56401 -3.74728 0.32585
C -0.81192 -4.61289 -0.49560
C 0.29045 -4.12808 -1.15747
C 0.62224 -2.77678 -1.03169
N -0.04933 -1.95741 -0.24202
C -1.10947 -2.40875 0.47472
C -0.50751 2.72274 3.08803
H 2.34660 4.30795 2.02970
H 3.19133 1.94462 2.14021
H -1.85486 0.26333 3.49538
H -3.47915 -1.31046 2.65991
H -4.36760 -3.54924 2.22857
H -3.08370 -5.16887 0.87995
H -1.11061 -5.64862 -0.58042
H 0.89305 -4.77128 -1.77758
H 1.45823 -2.34996 -1.57356
H -1.37952 2.90035 3.70121
O -1.27010 0.85170 -0.68545
P -1.78361 1.66050 -1.86955
C -0.41690 2.64757 -2.63860
P 1.01642 2.90018 -1.50333
O 1.29910 1.53363 -0.87608
C 0.61461 4.18301 -0.23867
C 0.50953 3.49467 1.02826
C -0.05773 5.26076 2.88868
C 0.35193 6.37530 1.98645
C 0.55779 6.48238 0.66228
C 0.61622 5.51659 -0.41101
C 2.48539 3.35701 -2.46209
C 3.26325 4.46707 -2.14653
C 4.40006 4.74816 -2.88623
C 4.77248 3.92204 -3.93354
C 4.02607 2.78924 -4.22183
C 2.88739 2.50482 -3.49009
C -2.40606 0.52049 -3.12196
C -2.73326 -0.77546 -2.73327
C -3.25374 -1.66455 -3.65784
C -3.46355 -1.25592 -4.96688
C -3.14643 0.03770 -5.35560
C -2.61433 0.92751 -4.43829
C -3.04463 2.84520 -1.35630
C -2.98231 3.50391 -0.13091
C -3.89789 4.50290 0.15628
C -4.86906 4.84792 -0.77329
C -4.95589 4.16564 -1.97769
C -4.04729 3.16447 -2.26942
H -0.80171 3.60315 -2.99208
H -0.02760 2.08208 -3.48939
H 0.16732 2.48282 0.82906
H 0.37981 5.41960 3.88008
H 0.40013 7.30489 2.54294
H 0.76635 7.48762 0.31931
H 0.70534 5.92816 -1.40755
H 2.98595 5.10673 -1.32353
H 5.00040 5.61293 -2.64724
H 5.64650 4.15638 -4.52089
H 4.33888 2.13337 -5.01975
H 2.31540 1.61348 -3.70619
H -2.58836 -1.07980 -1.70448
H -3.50568 -2.67217 -3.35822
H -3.87622 -1.94716 -5.68559
H -3.31457 0.35220 -6.37525
H -2.36615 1.93435 -4.74411
H -2.23087 3.22882 0.59652
H -3.85796 5.01741 1.10497
H -5.56902 5.63943 -0.55193
H -5.73051 4.41033 -2.68943
H -4.12299 2.62172 -3.19977
```

For the LUMO energy, the calculation gives -0.222 Ha. As for the spin multiplicity: 1. The total energy is -7097.89859 a.u. Its net charge is +2.

=====

Entry 2:
Molecular formula: C41H32MgN5OS6SeSi
Method: DFT, the ωB97M-V functional and the def2-TZVPD basis

Geometry as XYZ:
```
88
Properties=species:S:1:pos:R:3
Mg -1.38886 0.21946 -0.01090
S -8.69345 0.55528 -0.72175
C -7.04412 0.44702 -0.63515
S -6.18358 -1.01660 -0.35991
C -4.54884 -0.36813 -0.30409
C -4.45621 0.95684 -0.54469
S -3.01816 1.94679 -0.57669
S -5.98168 1.78743 -0.81640
S -3.25992 -1.47253 0.06630
N 3.70206 2.58054 0.21722
C 4.55065 1.45395 0.20602
C 5.85864 1.57426 -0.23165
C 6.69193 0.46032 -0.28059
C 6.20830 -0.78295 0.08331
C 4.89542 -0.90622 0.53093
C 4.08288 0.20963 0.62453
S 2.43700 0.05529 1.26231
N 1.70428 1.45836 0.76032
C 2.31945 2.47145 0.32112
C 1.50882 3.66759 -0.06099
C 2.06336 4.94146 -0.12730
C 1.24158 6.01938 -0.41847
C -0.10082 5.79261 -0.65136
C -0.56118 4.48022 -0.60503
N 0.21662 3.44345 -0.31752
H 4.05343 3.37607 -0.28278
H 6.23273 2.55059 -0.52872
H 7.71651 0.57594 -0.61285
H 6.84019 -1.66006 0.01445
H 4.49507 -1.87399 0.82129
H 3.11523 5.10845 0.06844
H 1.64967 7.02131 -0.46005
H -0.78599 6.60224 -0.86989
H -1.60095 4.24655 -0.81861
O -0.08504 -1.05189 -0.26183
Si 0.82048 -2.15430 -0.95832
C 1.62249 -3.34355 0.28294
C 2.41423 -4.41342 -0.15104
C 3.13116 -5.19937 0.74459
C 3.04984 -4.94336 2.10808
C 2.22512 -3.92380 2.56674
C 1.51745 -3.13877 1.66271
C -0.10733 -3.23926 -2.18963
C -0.69391 -4.44598 -1.79850
C -1.43782 -5.20861 -2.68922
C -1.60894 -4.77500 -3.99740
C -1.03320 -3.57951 -4.40867
C -0.29021 -2.82410 -3.51165
C 2.19848 -1.29105 -1.94594
C 3.30961 -1.94588 -2.48571
C 4.28152 -1.25762 -3.20314
C 4.16566 0.11356 -3.39287
C 3.07069 0.78742 -2.86680
C 2.09891 0.08758 -2.16102
H 2.46067 -4.64701 -1.21137
H 3.75216 -6.01003 0.38174
H 3.61688 -5.54557 2.80852
H 2.13818 -3.73180 3.63053
H 0.86224 -2.35687 2.03129
H -0.57205 -4.78900 -0.77457
H -1.89321 -6.13592 -2.36255
H -2.19078 -5.36613 -4.69457
H -1.17037 -3.23537 -5.42672
H 0.15588 -1.89019 -3.84282
H 3.42671 -3.01518 -2.34173
H 5.13525 -1.79049 -3.60779
H 4.92372 0.65086 -3.95258
H 2.97640 1.86018 -3.00279
H 1.24793 0.62080 -1.74986
C -2.76537 3.69778 2.98117
N -3.31794 2.36486 3.06518
C -2.61021 1.21285 2.95615
Se -0.78548 1.05792 2.76867
N -3.50545 0.20629 2.98755
C -4.80085 0.70084 3.06941
C -6.03804 0.08168 3.09427
C -7.15321 0.90338 3.18329
C -7.02942 2.29246 3.24908
C -5.78612 2.90857 3.22303
C -4.67802 2.08319 3.13083
H -1.69223 3.61001 2.84291
H -2.97475 4.25232 3.89742
H -3.19999 4.21554 2.12523
H -3.25815 -0.73399 2.72410
H -6.12902 -0.99395 3.01072
H -8.14122 0.46039 3.17227
H -7.92514 2.89919 3.30389
H -5.68834 3.98729 3.24596
```

For the LUMO energy, the calculation gives 0.075 Ha. As for the spin multiplicity: 1. The total energy is -7211.11374 a.u. Its net charge is -1.

=====

Entry 3:
Molecular formula: C41H33Br2CuF3N3SSb
Method: DFT, the ωB97M-V functional and the def2-TZVPD basis

Geometry as XYZ:
```
85
Properties=species:S:1:pos:R:3
Cu -0.60254 0.53607 1.47403
C -3.85804 -3.97563 1.23246
C -3.17678 -2.96018 2.11109
C -3.27626 -2.97623 3.49858
C -2.63625 -2.01738 4.26840
C -1.90428 -1.05938 3.60254
Br -1.00292 0.30584 4.54509
N -1.78306 -1.01160 2.28348
C -2.41106 -1.94927 1.55644
H -4.41940 -4.69322 1.82666
H -3.13052 -4.52831 0.63642
H -4.55341 -3.49381 0.54371
H -3.86400 -3.74522 3.98693
H -2.70620 -2.01132 5.34662
H -2.29620 -1.87567 0.47942
Br -6.00607 2.34103 1.01191
C -4.19838 2.76480 1.20226
C -3.77083 4.07550 1.31611
C -2.41143 4.32444 1.44671
C -1.53266 3.26273 1.46238
N -1.95969 1.99381 1.35511
C -3.26893 1.74554 1.22574
H -4.48693 4.88732 1.30434
H -2.03706 5.33468 1.53921
H -0.46364 3.41336 1.55499
H -3.57297 0.71080 1.13792
N 1.27437 0.26374 1.81776
S 2.46617 -0.18049 0.82712
C 3.88301 0.78942 1.28584
C 3.70850 1.94242 2.03625
C 4.82268 2.72515 2.31839
C 6.07158 2.35758 1.83965
C 6.22301 1.20470 1.07633
C 5.12641 0.40846 0.79245
C 3.02113 -1.81117 1.21697
C 3.44986 -2.12339 2.50507
C 3.86717 -3.41514 2.76905
C 3.86944 -4.36841 1.75067
C 3.45540 -4.03792 0.46907
C 3.01767 -2.74686 0.19318
H 1.49798 0.05436 2.78984
H 2.72841 2.21601 2.40457
H 4.71174 3.62046 2.91694
H 6.93509 2.97003 2.06336
H 7.19969 0.91992 0.70711
H 5.24467 -0.49686 0.20834
H 3.48711 -1.36758 3.28300
H 4.20966 -3.67854 3.76205
H 4.20909 -5.37434 1.96178
H 3.47791 -4.77986 -0.31940
H 2.69860 -2.47014 -0.80520
F 0.94169 -4.79725 -4.04970
C 0.62463 -3.65694 -3.43559
C 0.48107 -2.51064 -4.19698
C 0.15278 -1.32656 -3.55590
C -0.01907 -1.30023 -2.17086
C 0.13429 -2.47392 -1.43423
C 0.45470 -3.66962 -2.06529
Sb -0.57586 0.46822 -1.18865
C -2.48752 0.80630 -1.98556
C -3.29035 -0.27382 -2.35469
C -4.57898 -0.06111 -2.82708
C -5.03608 1.23840 -2.92570
F -6.27466 1.44897 -3.37455
C -4.26542 2.33163 -2.57856
C -2.98263 2.10721 -2.10123
C 0.50541 2.03391 -2.06648
C 0.21961 2.45969 -3.36528
C 0.96970 3.46602 -3.95478
C 2.00058 4.03152 -3.22842
F 2.72361 4.99967 -3.79170
C 2.30665 3.64303 -1.93833
C 1.54800 2.63604 -1.36019
H 0.62506 -2.55901 -5.26876
H 0.03819 -0.42793 -4.15016
H 0.00738 -2.47054 -0.35518
H 0.57294 -4.59734 -1.51884
H -2.91344 -1.29010 -2.30015
H -5.22202 -0.87808 -3.12826
H -4.67188 3.32932 -2.68692
H -2.36768 2.96023 -1.83070
H -0.60276 2.02786 -3.92309
H 0.76501 3.81862 -4.95733
H 3.11769 4.12713 -1.40893
H 1.77257 2.33908 -0.34064
```

For the LUMO energy (spin up / spin down), the calculation gives -0.184 / -0.267 Ha. As for the spin multiplicity: 2. The total energy is -9472.45956 a.u. Its net charge is +2.

=====

Q: What is the formula in the second record?
A: C41H32MgN5OS6SeSi

=====

Q: What is the net charge in the second record?
A: -1

=====

Q: Look up the net charge of the third one.
A: +2

=====

Q: What is the formula in the second record?
A: C41H32MgN5OS6SeSi